(1)
Formula: C2H8NO2P
Source: OMol25
Level of theory: wB97M-V/def2-TZVPD

Last column: natural (NBO) charge in e.
CARTESIAN COORDINATES (ANGSTROEM)
1 P 0.753 -0.278 -0.033  2.018
2 O -2.347 -0.740 -0.085  -0.695
3 O 2.089 -0.926 -0.155  -1.014
4 N -0.231 -1.585 0.157  -0.654
5 C 0.531 0.698 1.480  -1.012
6 C 0.256 0.747 -1.462  -1.017
7 H 0.684 1.742 -1.368  0.249
8 H -0.470 1.116 1.521  0.257
9 H -2.700 -1.238 0.651  0.450
10 H 1.272 1.493 1.505  0.251
11 H -0.328 -2.142 -0.685  0.384
12 H -0.828 0.804 -1.482  0.268
13 H 0.631 0.278 -2.369  0.255
14 H 0.690 0.030 2.325  0.260

Summary:
Kohn-Sham gap (spin up / spin down) in eV: 7.7 / 7.7
Largest force on an atom in eV/A: 3.71
E_tot in hartree: -627.4805



(2)
Formula: C2H8NO2P
Source: OMol25
Level of theory: wB97M-V/def2-TZVPD

Last column: natural (NBO) charge in e.
CARTESIAN COORDINATES (ANGSTROEM)
1 P -0.999 -0.561 -0.042  2.183
2 O -2.055 -1.516 -0.395  -1.103
3 O -0.838 -0.350 1.535  -1.015
4 N 0.578 -1.322 -0.284  -0.889
5 C -1.695 1.192 -0.384  -0.963
6 C 1.782 -0.590 0.186  -0.424
7 H -1.681 -0.522 1.955  0.509
8 H -1.076 1.998 -0.068  0.230
9 H 1.888 0.413 -0.240  0.186
10 H 2.549 -1.166 -0.081  0.199
11 H -2.618 1.302 0.198  0.249
12 H -2.096 1.240 -1.394  0.239
13 H 1.889 -0.697 1.273  0.216
14 H 0.673 -1.639 -1.208  0.384

Summary:
Structure (SMILES): CN[P@@](C)(=O)O
Kohn-Sham gap in eV: 10.8
Largest force on an atom in eV/A: 4.35
E_tot in hartree: -627.6304



(3)
Formula: C2H8NO2PS
Source: OMol25
Level of theory: wB97M-V/def2-TZVPD

Last column: natural (NBO) charge in e.
CARTESIAN COORDINATES (ANGSTROEM)
1 S -2.943 -0.184 -0.819  -0.581
2 P -1.121 -0.842 -0.766  1.938
3 O -0.897 -2.409 -0.496  -1.004
4 O -0.384 -0.718 -2.255  -0.953
5 N -0.049 -0.095 0.301  -0.805
6 C 1.239 -0.776 0.562  -0.407
7 C 0.101 1.396 0.122  -0.407
8 H 0.836 1.602 0.858  0.200
9 H 1.974 -0.149 0.979  0.208
10 H -1.688 -2.954 -0.372  0.531
11 H 1.555 -1.115 -0.466  0.163
12 H 0.408 1.636 -0.845  0.187
13 H 1.165 -1.566 1.367  0.226
14 H -0.892 1.909 0.398  0.234
15 H 0.527 -0.673 -1.983  0.469

Summary:
Structure (SMILES): CN(C)P(O)(O)=S
Kohn-Sham gap in eV: 9.6
Largest force on an atom in eV/A: 3.74
E_tot in hartree: -1025.8404



(4)
Formula: C2H8NO3PS
Source: OMol25
Level of theory: wB97M-V/def2-TZVPD

Last column: natural (NBO) charge in e.
CARTESIAN COORDINATES (ANGSTROEM)
1 S 1.966 -0.905 1.734  0.494
2 P 0.710 -0.266 -0.113  1.821
3 O 1.126 0.919 -1.130  -0.797
4 O -0.616 0.392 0.576  -0.803
5 O 1.480 -0.037 2.839  -0.967
6 N 0.186 -1.512 -1.033  -1.193
7 C -1.287 -0.229 1.597  -0.284
8 C 0.134 1.550 -1.898  -0.268
9 H 0.882 -1.608 -1.768  0.408
10 H 0.040 -2.343 -0.544  0.414
11 H -2.149 0.294 1.845  0.192
12 H -0.747 0.845 -2.121  0.198
13 H -1.562 -1.275 1.486  0.169
14 H 0.610 2.036 -2.799  0.198
15 H -0.100 2.404 -1.348  0.194
16 H -0.673 -0.265 2.675  0.224

Summary:
Kohn-Sham gap in eV: 7.6
Largest force on an atom in eV/A: 5.63
E_tot in hartree: -1100.9680



(5)
Formula: C2H8NO3PS
Source: OMol25
Level of theory: wB97M-V/def2-TZVPD

Last column: natural (NBO) charge in e.
CARTESIAN COORDINATES (ANGSTROEM)
1 S -1.645 1.520 0.031  -0.715
2 P -0.747 -0.171 -0.332  1.978
3 O -0.106 -1.049 0.623  -1.110
4 O -0.447 -0.413 -1.948  -1.022
5 O 1.246 0.985 -0.358  -0.722
6 N -2.360 -1.223 -0.628  -0.987
7 C 2.074 0.385 0.529  0.147
8 C 2.083 0.813 1.762  -0.486
9 H 0.814 1.647 0.141  0.512
10 H 2.586 -0.468 0.105  0.199
11 H 0.235 0.269 -2.229  0.527
12 H -1.956 -1.879 -1.290  0.422
13 H 2.654 0.298 2.460  0.217
14 H -3.236 -0.881 -1.017  0.421
15 H -2.688 -1.668 0.224  0.422
16 H 1.493 1.836 1.927  0.198

Summary:
Kohn-Sham gap in eV: 9.0
Largest force on an atom in eV/A: 3.29
E_tot in hartree: -1101.0479



(6)
Formula: C2H8NO4
Source: OMol25
Level of theory: wB97M-V/def2-TZVPD

Last column: natural (NBO) charge in e.
CARTESIAN COORDINATES (ANGSTROEM)
1 O -0.118 -0.326 1.880  -0.767
2 O -1.301 -0.093 -2.727  -0.959
3 O -0.657 -0.624 -0.305  -0.900
4 O -1.817 1.912 -0.383  -0.950
5 N 1.483 -0.668 0.255  -0.703
6 C 2.557 -0.139 1.075  -0.416
7 C 0.137 -0.571 0.702  0.881
8 H 2.216 -0.230 2.106  0.226
9 H -2.064 1.331 0.354  0.487
10 H 3.478 -0.678 0.866  0.167
11 H 2.695 0.937 0.926  0.156
12 H -1.421 0.672 -2.163  0.442
13 H -1.484 1.198 -0.956  0.451
14 H 1.633 -0.857 -0.716  0.375
15 H -0.910 -0.808 -2.217  0.510

Summary:
Net charge: -1
Kohn-Sham gap in eV: 8.6
Largest force on an atom in eV/A: 2.63
E_tot in hartree: -436.7932